{
  "formula": "C16H11Cl52N2OS",
  "method": "wB97M-V/def2-TZVPD",
  "gap_ev": 9.1,
  "e_tot_ev": -683788.02591,
  "e_lumo_ha": -0.116,
  "fmax_ha_per_bohr": 0.0205,
  "charge": 1,
  "homo_energy_ev": -12.216,
  "species": ["N", "C", "C", "O", "C", "S", "N", "H", "H", "H", "H", "H", "H", "H", "H", "H", "H", "H", "C", "Cl", "Cl", "Cl", "Cl", "C", "Cl", "Cl", "Cl", "Cl", "C", "Cl", "Cl", "Cl", "Cl", "C", "Cl", "Cl", "Cl", "Cl", "C", "Cl", "Cl", "Cl", "Cl", "C", "Cl", "Cl", "Cl", "Cl", "C", "Cl", "Cl", "Cl", "Cl", "C", "Cl", "Cl", "Cl", "Cl", "C", "Cl", "Cl", "Cl", "Cl", "C", "Cl", "Cl", "Cl", "Cl", "C", "Cl", "Cl", "Cl", "Cl", "C", "Cl", "Cl", "Cl", "Cl", "C", "Cl", "Cl", "Cl", "Cl"],
  "coordinates": [[-3.085, 0.030, -6.388], [-3.458, -1.342, -6.084], [-2.495, -2.099, -5.125], [-2.497, -3.494, -5.355], [-2.855, -1.914, -3.616], [-1.897, -0.547, -2.924], [-1.922, -0.830, -1.288], [-2.114, 0.132, -6.650], [-3.292, 0.693, -5.655], [-3.498, -1.923, -7.020], [-4.484, -1.333, -5.676], [-1.474, -1.689, -5.285], [-1.889, -3.690, -6.055], [-3.930, -1.752, -3.434], [-2.517, -2.792, -3.041], [-2.792, 0.464, -3.149], [-2.847, -0.816, -0.863], [-1.332, -0.156, -0.803], [-3.584, -0.138, 1.799], [-2.210, 0.973, 1.796], [-3.068, -1.740, 1.291], [-4.292, -0.205, 3.410], [-4.818, 0.424, 0.642], [0.090, -5.098, -1.499], [1.492, -4.029, -1.584], [0.601, -6.776, -1.554], [-0.824, -4.785, -0.017], [-1.000, -4.766, -2.872], [-8.270, -2.424, 0.707], [-9.651, -3.298, 1.354], [-7.239, -1.853, 2.026], [-7.343, -3.517, -0.344], [-8.830, -1.029, -0.231], [0.601, -2.159, 3.887], [1.102, -2.965, 5.376], [-1.070, -1.595, 4.040], [1.645, -0.774, 3.577], [0.692, -3.298, 2.532], [4.700, 0.834, 6.124], [3.445, 0.480, 7.317], [3.956, 1.529, 4.670], [5.850, 1.997, 6.788], [5.531, -0.656, 5.677], [-14.012, -2.622, -0.121], [-14.584, -3.479, -1.556], [-15.129, -1.313, 0.275], [-13.914, -3.749, 1.240], [-12.403, -1.953, -0.435], [5.331, -3.514, 2.486], [6.120, -5.089, 2.395], [4.133, -3.519, 3.784], [6.540, -2.262, 2.806], [4.522, -3.165, 0.948], [-3.919, -6.511, 1.757], [-5.329, -7.317, 2.440], [-2.867, -5.918, 3.053], [-3.011, -7.619, 0.730], [-4.444, -5.122, 0.781], [2.703, 2.952, 0.834], [1.510, 2.069, 1.814], [4.107, 3.312, 1.829], [3.182, 1.941, -0.539], [1.968, 4.440, 0.232], [5.771, 7.483, -0.649], [4.924, 5.930, -0.743], [7.470, 7.262, -1.065], [5.030, 8.622, -1.783], [5.641, 8.118, 0.995], [9.568, 1.017, 4.437], [8.488, 0.177, 3.305], [9.046, 0.691, 6.091], [11.218, 0.441, 4.203], [9.492, 2.756, 4.125], [10.545, 10.761, -0.810], [11.227, 9.311, -0.056], [11.651, 11.355, -2.052], [8.989, 10.355, -1.546], [10.309, 12.007, 0.420], [0.209, 4.034, -3.239], [-0.517, 2.670, -2.320], [1.920, 3.703, -3.479], [-0.608, 4.178, -4.796], [-0.001, 5.493, -2.290]],
  "mulliken_charge": [-0.506, -0.785, 0.340, -0.486, -0.512, 0.134, -0.127, 0.264, 0.200, 0.330, 0.354, 0.324, 0.344, 0.506, -0.083, 0.251, 0.133, 0.215, 0.028, 0.024, 0.212, -0.052, -0.086, 0.180, -0.073, -0.077, 0.077, -0.078, 0.302, -0.061, -0.044, -0.100, -0.103, -0.037, -0.082, -0.064, 0.161, 0.048, 0.228, -0.092, 0.001, -0.092, -0.021, 0.328, -0.093, -0.091, -0.102, -0.042, 0.188, -0.091, -0.041, -0.025, -0.076, 0.209, -0.092, -0.062, -0.067, -0.016, 0.222, -0.038, -0.051, -0.112, -0.034, 0.285, -0.012, -0.081, -0.107, -0.102, 0.331, -0.059, -0.078, -0.093, -0.095, 0.358, -0.103, -0.094, -0.063, -0.094, 0.232, -0.028, -0.035, -0.103, -0.067]
}

=====

{
  "formula": "C16H12BN10NiS2",
  "method": "wB97M-V/def2-TZVPD",
  "gap_ev": [6.5, 8.0],
  "e_tot_ev": -95080.24119,
  "e_lumo_ha": [-0.091, -0.038],
  "fmax_ha_per_bohr": 0.0055,
  "homo_energy_ev": [-8.958, -9.044],
  "multiplicity": 2,
  "species": ["Ni", "C", "C", "N", "N", "C", "B", "N", "C", "C", "C", "N", "N", "C", "C", "C", "N", "N", "C", "C", "C", "N", "H", "H", "H", "H", "H", "H", "H", "H", "H", "H", "H", "H", "S", "C", "S", "C", "C", "N", "C", "N"],
  "coordinates": [[-0.322, 0.169, -0.522], [0.683, -0.283, 3.513], [0.099, 0.469, 2.494], [0.194, -0.183, 1.341], [0.827, -1.348, 1.581], [1.144, -1.422, 2.885], [1.168, -2.325, 0.413], [2.060, -1.562, -0.592], [3.311, -1.704, -1.070], [3.561, -0.668, -1.946], [2.386, 0.085, -1.954], [1.495, -0.459, -1.139], [-0.166, -2.672, -0.321], [-0.625, -3.852, -0.772], [-1.788, -3.629, -1.482], [-1.965, -2.247, -1.440], [-0.986, -1.686, -0.740], [1.759, -3.591, 0.990], [1.108, -4.481, 1.786], [2.018, -5.418, 2.201], [3.222, -5.021, 1.589], [3.062, -3.930, 0.864], [0.768, -0.029, 4.554], [-0.376, 1.436, 2.532], [1.678, -2.273, 3.272], [3.916, -2.531, -0.747], [4.463, -0.490, -2.502], [2.137, 0.981, -2.500], [-0.096, -4.765, -0.558], [-2.412, -4.360, -1.963], [-2.736, -1.633, -1.876], [0.059, -4.368, 2.005], [1.841, -6.263, 2.843], [4.194, -5.486, 1.646], [-1.191, 0.943, -2.432], [-1.097, 2.567, -1.863], [-0.307, 2.408, -0.333], [-1.524, 3.702, -2.465], [-1.346, 4.961, -1.816], [-1.206, 5.960, -1.264], [-2.158, 3.639, -3.743], [-2.660, 3.548, -4.773]],
  "lowdin_spin": [1.271, 0.001, 0.005, 0.028, -0.001, 0.000, 0.000, 0.005, -0.001, 0.001, 0.004, 0.072, 0.000, 0.001, 0.001, 0.005, 0.032, 0.000, 0.000, 0.000, 0.000, 0.000, 0.000, 0.000, 0.000, 0.000, 0.001, 0.000, 0.000, 0.000, 0.000, 0.000, 0.000, 0.000, -0.221, -0.006, -0.208, 0.009, -0.002, 0.003, -0.002, 0.003]
}

=====

{
  "formula": "C16H12Br2IrN4OSe2Te2",
  "method": "wB97M-V/def2-TZVPD",
  "de_lowest_kcal_mol": 0.0,
  "gap_ev": [4.0, 5.3],
  "e_tot_ev": -312992.71824,
  "e_lumo_ha": [-0.158, -0.225],
  "fmax_ha_per_bohr": 0.0142,
  "charge": 1,
  "homo_energy_ev": [-8.330, -11.467],
  "multiplicity": 5,
  "species": ["Ir", "Se", "Te", "Te", "Se", "Br", "C", "C", "C", "N", "C", "C", "C", "C", "C", "Br", "C", "C", "N", "H", "H", "H", "H", "H", "H", "N", "C", "O", "C", "C", "C", "C", "N", "C", "H", "H", "H", "H", "H", "H"],
  "coordinates": [[0.658, 0.453, 0.229], [3.087, 0.424, 0.034], [4.373, 0.620, 2.087], [2.458, 0.675, 4.079], [0.410, 0.656, 2.862], [-5.934, 1.326, -0.234], [-4.085, 1.058, -0.145], [-3.580, -0.266, -0.204], [-2.234, -0.429, -0.128], [-1.360, 0.599, 0.026], [-1.844, 1.895, 0.042], [-3.242, 2.115, -0.047], [-0.876, 2.914, 0.131], [-1.167, 4.302, 0.153], [-0.153, 5.200, 0.204], [-0.515, 7.033, 0.237], [1.193, 4.766, 0.225], [1.423, 3.425, 0.203], [0.437, 2.494, 0.165], [-4.231, -1.119, -0.318], [-1.807, -1.418, -0.202], [-3.633, 3.121, -0.046], [-2.192, 4.642, 0.126], [2.015, 5.464, 0.255], [2.436, 3.051, 0.213], [2.722, -3.809, -2.893], [2.069, -4.505, -1.931], [2.050, -5.714, -1.891], [1.341, -3.724, -0.856], [0.683, -4.457, 0.119], [0.022, -3.786, 1.130], [0.049, -2.406, 1.146], [0.670, -1.681, 0.203], [1.297, -2.347, -0.784], [3.200, -4.339, -3.603], [2.740, -2.809, -2.953], [0.708, -5.537, 0.057], [-0.513, -4.317, 1.905], [-0.429, -1.849, 1.939], [1.755, -1.721, -1.536]],
  "lowdin_spin": [0.849, 0.536, 0.399, 0.437, 0.643, 0.012, 0.068, 0.086, 0.027, 0.160, 0.134, 0.042, 0.119, 0.048, 0.055, 0.008, 0.088, 0.028, 0.154, 0.006, 0.000, 0.000, 0.001, 0.006, 0.010, 0.000, 0.000, 0.001, 0.002, 0.001, 0.002, 0.011, 0.018, 0.022, 0.000, 0.000, 0.000, 0.000, 0.013, 0.012]
}

=====

{
  "formula": "C16H12N5O5SZn",
  "method": "wB97M-V/def2-TZVPD",
  "de_lowest_kcal_mol": 0.0,
  "gap_ev": 4.3,
  "e_tot_ev": -93727.79489,
  "e_lumo_ha": 0.018,
  "fmax_ha_per_bohr": 0.0944,
  "charge": -1,
  "homo_energy_ev": -3.832,
  "species": ["Zn", "N", "C", "S", "N", "N", "C", "C", "C", "C", "C", "C", "C", "O", "H", "H", "H", "H", "H", "H", "H", "N", "C", "H", "O", "C", "O", "C", "C", "C", "C", "C", "C", "N", "O", "O", "H", "H", "H", "H"],
  "coordinates": [[-13.546, 4.979, -5.696], [-16.720, 6.877, -7.931], [-15.598, 6.487, -7.314], [-14.841, 5.053, -7.838], [-15.129, 7.346, -6.354], [-14.025, 6.966, -5.736], [-13.485, 7.904, -4.935], [-12.337, 7.745, -4.140], [-11.925, 8.840, -3.355], [-10.797, 8.772, -2.556], [-10.065, 7.579, -2.483], [-10.446, 6.483, -3.219], [-11.575, 6.526, -4.084], [-11.864, 5.446, -4.796], [-17.209, 6.160, -8.447], [-17.304, 7.571, -7.479], [-14.023, 8.865, -4.917], [-12.499, 9.760, -3.413], [-10.513, 9.638, -1.965], [-9.189, 7.522, -1.845], [-9.904, 5.546, -3.201], [-13.254, 1.944, -5.501], [-13.732, 3.030, -5.050], [-13.542, 1.143, -4.923], [-14.534, 2.891, -3.854], [-15.174, 4.020, -3.417], [-15.152, 5.088, -4.083], [-15.845, 3.917, -2.148], [-16.068, 5.143, -1.472], [-16.786, 5.185, -0.292], [-17.299, 3.987, 0.205], [-17.108, 2.757, -0.430], [-16.360, 2.724, -1.607], [-18.075, 4.040, 1.418], [-18.534, 2.963, 1.868], [-18.236, 5.168, 1.959], [-15.662, 6.045, -1.917], [-16.942, 6.115, 0.244], [-17.517, 1.849, -0.011], [-16.169, 1.782, -2.092]],
  "nbo_charge": [1.560, -0.804, 0.256, -0.468, -0.467, -0.404, 0.063, -0.229, -0.156, -0.308, -0.216, -0.257, 0.394, -0.891, 0.389, 0.386, 0.174, 0.194, 0.195, 0.195, 0.206, -0.729, 0.045, 0.306, -0.560, 0.768, -0.635, -0.058, -0.168, -0.178, 0.024, -0.191, -0.171, 0.504, -0.380, -0.384, 0.257, 0.253, 0.248, 0.237]
}

=====

{
  "formula": "C16H13AsN2O2ReS5",
  "method": "wB97M-V/def2-TZVPD",
  "de_lowest_kcal_mol": 0.0,
  "gap_ev": 5.2,
  "e_tot_ev": -140994.47827,
  "e_lumo_ha": -0.460,
  "fmax_ha_per_bohr": 0.0156,
  "charge": 3,
  "homo_energy_ev": -17.692,
  "species": ["Re", "C", "C", "C", "C", "C", "C", "C", "S", "O", "O", "N", "C", "C", "C", "C", "C", "C", "C", "C", "N", "C", "H", "H", "H", "H", "H", "H", "H", "H", "H", "H", "H", "H", "H", "S", "As", "S", "S", "S"],
  "coordinates": [[0.776, 0.869, 0.294], [8.116, 2.726, -2.269], [6.901, 1.999, -1.800], [5.915, 2.663, -1.048], [4.785, 2.009, -0.627], [4.640, 0.649, -0.964], [5.610, -0.047, -1.713], [6.728, 0.646, -2.117], [3.267, -0.205, -0.500], [1.961, 0.477, -1.157], [3.331, -1.594, -0.747], [2.676, 0.259, 0.938], [2.872, -0.210, 2.246], [3.989, -0.757, 2.833], [3.946, -1.103, 4.198], [2.816, -0.888, 4.948], [1.658, -0.324, 4.351], [0.461, -0.074, 5.033], [-0.624, 0.471, 4.356], [-0.526, 0.745, 3.010], [0.616, 0.519, 2.306], [1.709, -0.003, 2.984], [8.238, 3.684, -1.770], [8.038, 2.909, -3.344], [9.012, 2.124, -2.117], [6.056, 3.705, -0.794], [4.041, 2.528, -0.036], [5.479, -1.092, -1.960], [7.490, 0.132, -2.689], [4.894, -0.920, 2.262], [4.823, -1.538, 4.655], [2.792, -1.146, 5.999], [0.382, -0.308, 6.089], [-1.557, 0.671, 4.864], [-1.365, 1.150, 2.466], [-4.019, 3.282, -1.456], [-2.111, 2.380, -1.163], [-1.030, 0.049, -0.400], [0.230, 2.886, 0.005], [-2.710, 2.927, -3.133]],
  "nbo_charge": [1.024, -0.664, 0.145, -0.199, -0.158, -0.429, -0.109, -0.210, 2.273, -0.769, -0.786, -0.937, 0.167, -0.135, -0.165, -0.095, -0.099, 0.039, -0.251, 0.133, -0.496, 0.144, 0.245, 0.270, 0.261, 0.252, 0.227, 0.266, 0.261, 0.258, 0.272, 0.264, 0.272, 0.284, 0.228, 0.040, 0.761, 0.222, 0.173, 0.024]
}

=====

{
  "formula": "C16H13BF2N3O7S2W",
  "method": "wB97M-V/def2-TZVPD",
  "de_lowest_kcal_mol": 5.7,
  "gap_ev": 7.3,
  "e_tot_ev": -65209.90921,
  "e_lumo_ha": -0.175,
  "fmax_ha_per_bohr": 0.0268,
  "charge": 1,
  "homo_energy_ev": -12.049,
  "species": ["W", "C", "C", "C", "C", "C", "C", "C", "S", "O", "O", "N", "C", "C", "C", "C", "C", "C", "C", "C", "N", "C", "H", "H", "H", "H", "H", "H", "H", "H", "H", "H", "H", "H", "H", "O", "S", "O", "O", "O", "O", "N", "F", "B", "F"],
  "coordinates": [[0.104, 0.152, -0.164], [-1.355, 6.641, -4.730], [-1.377, 5.270, -4.122], [-0.285, 4.800, -3.389], [-0.303, 3.548, -2.807], [-1.437, 2.756, -2.967], [-2.533, 3.189, -3.704], [-2.493, 4.448, -4.273], [-1.500, 1.177, -2.247], [-0.105, 0.609, -2.237], [-2.539, 0.407, -2.834], [-1.569, 1.251, -0.636], [-2.674, 1.390, 0.205], [-3.880, 1.971, -0.066], [-4.851, 2.043, 0.957], [-4.602, 1.555, 2.209], [-3.357, 0.949, 2.503], [-3.009, 0.408, 3.757], [-1.778, -0.168, 3.918], [-0.884, -0.218, 2.844], [-1.169, 0.278, 1.649], [-2.400, 0.865, 1.481], [-0.337, 6.999, -4.866], [-1.874, 7.347, -4.078], [-1.862, 6.651, -5.694], [0.595, 5.421, -3.284], [0.554, 3.183, -2.259], [-3.386, 2.538, -3.842], [-3.336, 4.795, -4.857], [-4.092, 2.372, -1.048], [-5.807, 2.498, 0.737], [-5.353, 1.618, 2.986], [-3.715, 0.449, 4.577], [-1.473, -0.594, 4.862], [0.087, -0.676, 2.965], [2.505, 1.230, 1.441], [2.592, -0.183, 0.735], [3.840, -0.766, 0.966], [1.364, -0.888, 1.244], [2.169, 0.110, -0.673], [0.131, -1.892, -0.844], [-0.910, -1.620, -0.327], [0.646, 2.398, 2.257], [1.242, 1.826, 1.227], [0.921, 2.327, -0.030]],
  "mulliken_charge": [1.278, -1.467, 0.930, -1.046, -0.437, 0.224, -0.347, -0.834, 1.350, -0.775, -0.692, 0.315, 0.981, -0.674, -0.900, -0.959, 0.638, -0.576, -0.953, 0.036, -0.113, -0.114, 0.374, 0.308, 0.394, 0.389, 0.520, 0.553, 0.409, 0.445, 0.416, 0.438, 0.482, 0.427, 0.563, -0.541, 1.168, -0.550, -0.612, -0.578, -0.158, 0.053, -0.235, 0.913, -0.042]
}

=====

> What is the formula in the sixth record?

C16H13BF2N3O7S2W